# 1
ORCA calculation (the ωB97M-V functional and the def2-TZVPD basis) on a structure of composition C58H69BrClN3O2P2SiTi at a distorted geometry.

CARTESIAN COORDINATES (ANGSTROEM)
1 Ti -0.0535 -0.4496 -1.1665
2 C -1.2358 2.4726 1.1236
3 Si -0.9906 0.5819 1.4837
4 C -0.2557 1.0111 3.3213
5 C -1.2589 1.4262 4.2064
6 C -1.1315 1.3869 5.5774
7 C 0.0365 0.8832 6.1343
8 C 1.0778 0.5186 5.3083
9 C 0.9544 0.6012 3.9160
10 P 2.4045 0.4871 2.8354
11 C 3.1599 2.1770 2.5506
12 C 2.1479 3.2498 2.1558
13 C 1.4093 3.8714 3.3398
14 C 2.3903 4.4084 4.3758
15 C 3.3184 3.2916 4.8361
16 C 4.0779 2.7192 3.6474
17 C 3.9493 -0.4577 3.3536
18 C 4.1042 -0.6100 4.8725
19 C 5.4111 -1.3447 5.2294
20 C 6.4073 -1.2879 4.0793
21 C 5.8207 -1.9843 2.8442
22 C 4.2910 -1.8156 2.7436
23 C -2.5851 0.0541 0.2758
24 C -3.6436 0.9148 0.6116
25 C -4.9518 0.7517 0.1931
26 C -5.2883 -0.3483 -0.5723
27 C -4.2923 -1.2440 -0.9033
28 C -2.9660 -1.0604 -0.5082
29 P -1.7665 -2.3101 -1.1364
30 C -2.3636 -2.5674 -2.9280
31 C -3.3446 -3.7066 -3.2652
32 C -2.7113 -5.0859 -3.4633
33 C -1.5683 -5.0333 -4.4663
34 C -0.5459 -4.0066 -4.0021
35 C -1.1942 -2.6314 -3.9240
36 C -2.2998 -3.8863 -0.2565
37 C -1.0625 -4.7450 0.0150
38 C -1.4643 -6.0898 0.6172
39 C -2.2786 -5.8864 1.8919
40 C -3.5064 -5.0261 1.6081
41 C -3.0930 -3.6734 1.0282
42 H -1.8520 2.9310 1.8878
43 H -1.6901 2.6542 0.1572
44 H -0.3040 3.0182 1.1323
45 H -2.1895 1.7797 3.7884
46 H -1.9376 1.7205 6.2142
47 H 0.1473 0.7959 7.2050
48 H 1.9820 0.1598 5.7652
49 H 3.7872 1.9819 1.6680
50 H 1.4489 2.8212 1.4370
51 H 2.6948 4.0407 1.6359
52 H 0.7619 3.1364 3.8126
53 H 0.7728 4.6754 2.9677
54 H 1.8417 4.8108 5.2269
55 H 2.9811 5.2195 3.9468
56 H 2.7327 2.5087 5.3204
57 H 4.0395 3.6725 5.5604
58 H 4.7959 1.9737 3.9843
59 H 4.6531 3.5282 3.1901
60 H 4.7200 0.2295 2.9822
61 H 3.2697 -1.1989 5.2554
62 H 4.0997 0.3710 5.3494
63 H 5.1966 -2.3901 5.4541
64 H 5.8465 -0.8971 6.1235
65 H 7.3328 -1.7829 4.3715
66 H 6.6542 -0.2446 3.8639
67 H 6.0521 -3.0489 2.8788
68 H 6.2946 -1.5782 1.9487
69 H 3.7810 -2.6060 3.2951
70 H 4.0210 -1.9129 1.6929
71 H -3.4494 1.7736 1.2302
72 H -5.6987 1.4841 0.4687
73 H -6.3007 -0.5049 -0.9103
74 H -4.5505 -2.1144 -1.4892
75 H -2.8947 -1.6213 -3.1171
76 H -3.8247 -3.4249 -4.2081
77 H -4.1447 -3.7849 -2.5257
78 H -3.4882 -5.7708 -3.8118
79 H -2.3178 -5.4810 -2.5266
80 H -1.9481 -4.7528 -5.4506
81 H -1.1090 -6.0174 -4.5542
82 H 0.2941 -3.9665 -4.6954
83 H -0.1511 -4.2809 -3.0204
84 H -1.5879 -2.3797 -4.9144
85 H -0.4267 -1.8892 -3.6739
86 H -2.9537 -4.4194 -0.9479
87 H -0.3997 -4.2230 0.7094
88 H -0.5018 -4.9091 -0.9098
89 H -0.5656 -6.6681 0.8403
90 H -2.0586 -6.6558 -0.1056
91 H -1.6559 -5.3959 2.6436
92 H -2.5876 -6.8554 2.2880
93 H -4.0732 -4.8688 2.5283
94 H -4.1574 -5.5481 0.9019
95 H -2.4836 -3.1485 1.7585
96 H -3.9847 -3.0737 0.8371
97 Cl 6.0735 1.5539 -1.1979
98 C 4.3550 1.5037 -1.0718
99 C 3.5665 2.2937 -1.8986
100 C 2.1943 2.2139 -1.7986
101 C 1.5820 1.4011 -0.8281
102 O 0.2748 1.2813 -0.7439
103 C 2.3940 0.6596 0.0459
104 C 1.8180 -0.1933 1.1430
105 N 0.4161 -0.6015 1.1054
106 C 0.2503 -1.7431 1.9473
107 C 1.1323 -2.8198 2.0643
108 C 0.9456 -3.7758 3.0598
109 C -0.1280 -3.7302 3.9220
110 C -1.1105 -2.7405 3.7576
111 C -2.3102 -2.6617 4.4995
112 C -3.2199 -1.6542 4.2095
113 C -2.9244 -0.7188 3.2418
114 N -1.7692 -0.7476 2.5617
115 C -0.8872 -1.7540 2.7677
116 C 3.7750 0.6784 -0.1238
117 H 4.0240 2.9438 -2.6282
118 H 1.5594 2.7866 -2.4594
119 H 2.4031 -1.1202 1.0966
120 H 1.9485 -2.9682 1.3746
121 H 1.6607 -4.5808 3.1383
122 H -0.2425 -4.4588 4.7081
123 H -2.5171 -3.4034 5.2538
124 H -4.1490 -1.5867 4.7527
125 H -3.6047 0.0725 2.9774
126 H 4.4097 0.0293 0.4607
127 O -0.5753 2.2680 -6.0125
128 C -0.8436 1.6606 -4.8480
129 C -2.0646 1.8187 -4.1781
130 C -2.2799 1.1298 -3.0033
131 N -1.3440 0.3304 -2.5068
132 C -0.1432 0.1997 -3.0851
133 Br 1.7649 -2.0462 -1.5464
134 C 0.1447 0.8541 -4.2717
135 H -1.3318 2.7797 -6.3304
136 H -2.8289 2.4735 -4.5704
137 H -3.2160 1.2090 -2.4631
138 H 1.1042 0.7539 -4.7598

Highest occupied orbital energy (spin up / spin down) in Ha: -0.265 / -0.365
Net charge: +1
HOMO-LUMO gap (spin up / spin down) in hartree: 0.155 / 0.256
Spin multiplicity: 2

Atom charges from the Löwdin analysis, given in e for atoms 1 to 2:
1. Ti 0.59
2. C -0.14

---

# 2
ORCA calculation (the ωB97M-V functional and the def2-TZVPD basis) on a structure of composition C21H30AsBaN7O3S at a distorted geometry.

CARTESIAN COORDINATES (ANGSTROEM)
1 Ba -0.0838 0.5428 -0.0335
2 O 2.4073 -0.2834 3.9890
3 C 2.6425 -1.6087 3.8755
4 C 3.6150 -2.1813 4.7009
5 C 3.8871 -3.5297 4.6121
6 C 3.2004 -4.3264 3.7021
7 C 2.2419 -3.7549 2.8926
8 C 1.9376 -2.3954 2.9595
9 C 0.8987 -1.7910 2.0720
10 O 0.7670 -0.5034 2.1463
11 N 0.2383 -2.6272 1.3185
12 N -0.6505 -1.9784 0.4321
13 C -1.5200 -2.7062 -0.1566
14 C -2.5256 -2.2019 -1.1181
15 C -3.2096 -3.1931 -1.8237
16 C -4.1972 -2.8987 -2.7472
17 C -4.5388 -1.5690 -2.9511
18 C -3.9128 -0.5554 -2.2589
19 C -2.8838 -0.8220 -1.3321
20 O -2.3145 0.1503 -0.7067
21 H 1.7177 -0.1366 3.2756
22 H 4.1353 -1.5363 5.3946
23 H 4.6417 -3.9635 5.2549
24 H 3.4146 -5.3824 3.6287
25 H 1.6887 -4.3462 2.1778
26 H -1.5368 -3.7785 0.0591
27 H -2.9447 -4.2257 -1.6334
28 H -4.7047 -3.6889 -3.2806
29 H -5.3242 -1.3184 -3.6556
30 H -4.1969 0.4786 -2.3989
31 C -0.5839 0.2717 -6.0480
32 N -0.7155 -0.3719 -4.7637
33 C -0.9394 -1.8001 -4.7792
34 C -0.3258 0.2173 -3.5926
35 N 0.1680 -0.4028 -2.5948
36 N -0.5306 1.6085 -3.5935
37 C -0.0224 2.6032 -2.7584
38 N -0.5425 3.8360 -3.0260
39 N 0.8424 2.3518 -1.8644
40 H -1.5581 0.5047 -6.4916
41 H -0.0534 -0.3921 -6.7358
42 H -0.0014 1.1866 -5.9580
43 H -1.6322 -2.0393 -5.5864
44 H -1.4117 -2.1173 -3.8477
45 H -0.0151 -2.3670 -4.9420
46 H 0.3042 -1.3785 -2.8320
47 H -1.3103 1.8919 -4.1633
48 H -1.0218 4.0269 -3.8871
49 H -0.1322 4.6183 -2.5484
50 H 1.1464 3.1700 -1.3455
51 C 2.7616 3.0592 4.2069
52 As 1.2038 3.6198 3.2140
53 C -0.2345 2.4377 3.7195
54 C 0.7022 5.3417 3.9358
55 S 1.5575 3.7027 1.1410
56 H 2.5723 3.1382 5.2768
57 H 3.5838 3.7184 3.9205
58 H 2.9997 2.0290 3.9567
59 H -0.4523 2.5600 4.7790
60 H 0.0348 1.4024 3.5197
61 H -1.1160 2.7050 3.1306
62 H 0.5585 5.2793 5.0116
63 H -0.2206 5.6653 3.4512
64 H 1.4946 6.0542 3.7000

Highest occupied orbital energy in Ha: -0.251
HOMO-LUMO gap in hartree: 0.253
ΔE to the lowest compared entry with this formula, charge and spin in kJ/mol: 25.3

Atom charges from the Löwdin analysis, given in e for atoms 1 to 2:
1. Ba 1.91
2. O 0.01

---

# 3
ORCA calculation (the ωB97M-V functional and the def2-TZVPD basis) on the molecule C14H12F2N4O2S2 at a distorted geometry.

CARTESIAN COORDINATES (ANGSTROEM)
1 O 3.3855 -3.3405 0.3725
2 C 2.6566 -2.3906 0.5579
3 C 2.5684 -1.7233 1.9361
4 S 1.0954 -2.2546 2.8730
5 C -0.1005 -1.1809 2.2532
6 N 0.0725 -0.3278 1.2960
7 N -1.0064 0.3882 1.0038
8 C -2.0311 0.1118 1.7291
9 N -3.2605 0.6878 1.6392
10 C -3.6371 1.7752 0.8741
11 O -4.7887 2.1151 0.8238
12 C -2.5203 2.4857 0.1802
13 C -1.5879 3.2271 0.8986
14 F -1.6668 3.2269 2.2412
15 C -0.5902 3.9547 0.2814
16 C -0.5100 3.9429 -1.1013
17 C -1.4143 3.2135 -1.8518
18 C -2.4086 2.5016 -1.2044
19 F -3.2721 1.7794 -1.9323
20 S -1.7256 -1.1643 2.9233
21 N 1.8734 -1.7956 -0.3570
22 C 1.6976 -2.2032 -1.7214
23 C 2.8198 -2.7945 -2.5202
24 C 1.6571 -3.6511 -2.1130
25 H 3.4121 -2.0560 2.5398
26 H 2.5411 -0.6374 1.8696
27 H -4.0088 0.2663 2.1774
28 H 0.1070 4.5147 0.8831
29 H 0.2660 4.5051 -1.5959
30 H -1.3639 3.1884 -2.9284
31 H 1.2732 -1.0409 -0.0356
32 H 1.0218 -1.5248 -2.2265
33 H 2.9157 -2.4958 -3.5527
34 H 3.7546 -2.9676 -2.0138
35 H 0.9390 -3.9549 -2.8589
36 H 1.8361 -4.3805 -1.3401

Highest occupied orbital energy in Ha: -0.327
SMILES: O=C(CSc1nnc(NC(=O)c2c(F)cccc2F)s1)NC1CC1
HOMO-LUMO gap in hartree: 0.330
ΔE to the lowest compared entry with this formula, charge and spin in kJ/mol: 86.1

Atom charges from the Löwdin analysis, given in e for atoms 1 to 2:
1. O 0.06
2. C -0.56